(1)
{
  "formula": "ClH6N4P",
  "method": "ωB97M-V/def2-TZVPD",
  "elements": ["P", "H", "N", "H", "N", "N", "H", "Cl", "N", "H", "H", "H"],
  "coordinates": [[-1.9119, -0.9186, -0.6534], [-0.2111, 0.0448, 0.5915], [-1.2355, 0.0232, 0.6132], [1.7916, 1.4893, -0.5312], [-1.7400, 0.8307, 1.4630], [1.6245, -0.6200, -0.1430], [-2.7794, 1.1060, 1.5352], [-3.8645, -0.7507, -0.0747], [2.3381, 0.5608, -0.6641], [2.7766, 0.5090, -1.6346], [0.9113, -1.0002, -0.7581], [2.3003, -1.2744, 0.2564]],
  "atomic_forces_ev_per_a": [[-0.742, 0.069, -0.340], [-0.167, -0.225, 0.278], [0.977, -1.800, -1.937], [1.090, -2.614, -0.360], [-2.062, 3.848, 3.592], [0.781, 2.062, -0.380], [1.873, -1.539, -1.268], [0.033, -0.303, -0.145], [-0.663, 0.825, -0.382], [-1.314, -0.259, 1.750], [0.754, -0.338, -0.255], [-0.560, 0.274, -0.551]],
  "homo_ev": [-6.55, -9.30],
  "e_lumo_ev": [0.45, -1.40],
  "total_energy_ha": -1024.00859,
  "multiplicity": 3
}

***

(2)
{
  "formula": "C12H26N2O4",
  "method": "ωB97M-V/def2-TZVPD",
  "elements": ["H", "H", "H", "H", "H", "C", "H", "C", "H", "H", "C", "H", "H", "C", "C", "H", "H", "O", "C", "H", "C", "C", "H", "C", "H", "H", "H", "O", "N", "O", "H", "H", "H", "H", "N", "H", "H", "H", "C", "C", "H", "H", "O", "C"],
  "coordinates": [[0.8686, 1.8041, -3.2735], [-0.0832, -1.4524, -2.6980], [-0.8691, -2.6930, 2.5293], [1.6690, -2.2395, 1.2046], [-0.3939, 3.5877, -2.4836], [-1.8856, 2.7709, -1.1389], [-2.6438, 1.5845, 1.9071], [1.7863, 0.2993, -1.9979], [-0.3435, 2.3916, 2.2786], [-0.2923, 0.7312, -2.4527], [-1.9616, 1.6035, 1.0519], [2.3210, 0.0273, -2.9189], [2.4774, 0.8048, -1.3186], [-0.5188, 1.5617, 1.5720], [-0.2300, -2.8396, 1.6578], [-2.1435, 0.7036, 0.4611], [0.5286, -1.5206, 3.7847], [-0.8581, -2.9325, -0.7314], [0.8020, -1.8432, -2.1783], [1.4794, 0.7871, 3.1477], [0.6510, 1.2797, -2.3296], [-0.4358, 3.2078, -1.4520], [1.1776, -3.3256, -0.6523], [-0.8552, -2.1270, 0.4403], [-0.3403, -1.1822, 0.2524], [-0.1486, 4.0167, -0.7729], [-0.2093, -3.9137, 1.4342], [1.3691, -0.8647, -1.3297], [1.1161, -2.4438, 2.0311], [-0.3003, 0.3244, 2.2133], [2.2586, -1.4246, 3.3992], [0.1806, 1.6739, 0.7342], [-2.0701, 1.7765, -1.5509], [-1.9113, -1.9254, 0.6295], [-2.3014, 2.7563, 0.2456], [-2.0232, 3.6124, 0.7136], [0.2573, -3.9137, -2.0597], [1.5446, -2.1402, -2.9359], [0.3848, -3.0770, -1.3671], [1.2484, -1.3617, 2.9795], [1.6235, 0.1629, 1.4843], [-2.5461, 3.4759, -1.6571], [0.5561, 2.2170, -1.2824], [1.0652, 0.0596, 2.4296]],
  "atomic_forces_ev_per_a": [[-0.036, -0.052, 0.078], [0.047, -0.054, 0.015], [-0.013, -0.056, -0.001], [-0.010, -0.060, 0.089], [0.004, 0.022, 0.057], [0.336, 0.258, -0.103], [0.042, -0.158, -0.027], [-0.129, 0.336, -0.217], [-0.036, -0.047, -0.059], [0.072, 0.006, -0.053], [0.260, -0.103, 0.359], [-0.012, 0.022, 0.064], [-0.006, 0.022, -0.158], [-0.076, 0.133, -0.239], [-0.034, -0.055, -0.316], [-0.024, -0.030, 0.024], [0.079, 0.017, 0.087], [-0.147, -0.076, -0.088], [-0.061, -0.403, 0.054], [-0.019, -0.050, -0.069], [0.208, -0.188, -0.079], [-0.327, -0.035, -0.065], [0.055, -0.074, -0.049], [-0.069, 0.002, 0.252], [-0.118, -0.049, 0.064], [-0.084, 0.024, -0.100], [-0.221, 0.082, 0.011], [-0.097, -0.135, 0.309], [0.170, -0.017, -0.188], [-0.192, -0.171, 0.057], [-0.101, 0.113, 0.113], [-0.126, -0.008, 0.175], [-0.052, 0.028, -0.104], [0.063, 0.053, 0.013], [0.137, 0.184, 0.191], [-0.124, -0.009, -0.036], [0.140, 0.057, 0.049], [-0.052, 0.016, 0.041], [0.044, 0.394, -0.325], [0.143, 0.473, -0.173], [-0.031, -0.004, 0.071], [0.081, -0.106, -0.135], [0.121, -0.083, 0.133], [0.197, -0.219, 0.278]],
  "homo_ev": -8.27,
  "e_lumo_ev": 0.92,
  "smiles": "C1COCCNCCOCCOCCOCCN1",
  "total_energy_ha": -883.21930
}

***

(3)
{
  "formula": "C3H3O3",
  "method": "ωB97M-V/def2-TZVPD",
  "elements": ["O", "C", "C", "O", "H", "H", "H", "C", "O"],
  "coordinates": [[-1.4966, -1.4602, -0.1828], [-1.5566, -0.2574, -0.0099], [2.9153, -0.1887, -0.0631], [4.0266, -0.3961, -0.2154], [-1.1919, 1.4826, -0.7926], [-0.8081, -1.8497, 0.2766], [-2.0567, 1.6885, 0.8507], [-1.6131, 0.9795, 0.0464], [1.7811, 0.0014, 0.0901]],
  "atomic_forces_ev_per_a": [[-2.940, 0.927, -1.512], [-0.039, -0.919, -0.054], [-0.256, -0.047, 0.039], [1.061, -0.116, -0.136], [0.601, 0.435, -0.801], [3.125, -1.975, 1.686], [0.621, -1.654, -1.289], [-1.254, 3.248, 1.983], [-0.919, 0.101, 0.082]],
  "homo_ev": -16.49,
  "e_lumo_ev": -6.17,
  "total_energy_ha": -341.48481,
  "charge": 1
}

***

(4)
{
  "formula": "C11H24OSi",
  "method": "ωB97M-V/def2-TZVPD",
  "elements": ["Si", "C", "H", "H", "H", "H", "C", "H", "C", "O", "H", "C", "H", "H", "H", "H", "H", "C", "H", "C", "H", "H", "C", "C", "H", "H", "H", "C", "H", "H", "H", "C", "H", "C", "H", "H", "H"],
  "coordinates": [[-2.5988, -0.8296, 0.5723], [4.0981, 0.1614, 0.2087], [-3.5462, -3.0252, 0.3164], [-0.6080, -0.8115, -1.1059], [1.7546, -0.0769, -1.1331], [2.7248, 1.1525, 1.5098], [-3.5490, 0.8353, 0.5964], [4.9790, -1.5437, 1.1994], [1.5723, 0.4741, -0.2047], [-2.5682, -1.4045, 2.1542], [5.2449, -1.2160, -1.8341], [5.7660, -1.4488, -0.8809], [6.0670, -2.4196, -0.9512], [2.4770, -0.6104, 1.5030], [1.6015, 1.5653, -0.3497], [6.5137, -0.7418, -0.7276], [-1.8467, -1.0907, 2.7317], [-0.7738, -0.3730, -0.1884], [4.8053, 0.8619, 0.5376], [0.2638, 0.2264, 0.3476], [-2.9820, 1.4781, 1.2175], [-2.9329, -2.2842, -1.2579], [4.6488, -1.3810, 0.1851], [-3.6835, 1.5137, -0.7706], [-5.2956, 2.9349, -1.3607], [-3.7287, 3.6799, -0.8186], [-4.5761, -1.8183, -0.4957], [2.6514, 0.2410, 0.8378], [3.8769, 0.3603, -0.9212], [0.0938, 0.7276, 1.3245], [-4.7992, 2.9177, 0.3891], [-3.5254, -2.1082, -0.3978], [-4.2305, 0.9759, -1.4695], [-4.4325, 2.8459, -0.6437], [-4.5331, 0.6849, 1.1336], [3.8575, -2.1385, 0.0524], [-2.7863, 1.6853, -1.3059]],
  "atomic_forces_ev_per_a": [[0.944, 1.894, 0.362], [-2.988, -3.589, -3.273], [0.236, 1.256, -1.445], [0.356, -1.010, -2.294], [-0.015, 0.154, 0.066], [-0.611, -1.007, -0.470], [-0.375, -1.667, -0.535], [0.605, -0.297, 0.361], [1.010, 0.652, 0.009], [0.913, 0.340, -0.066], [0.530, -0.021, 0.311], [-3.915, 0.853, -0.195], [1.525, -2.566, -0.252], [-0.113, -0.036, -0.251], [0.167, -0.248, -0.749], [1.447, 0.993, 0.367], [-0.601, -0.219, -0.484], [-2.658, -1.049, 1.914], [0.972, 0.750, 0.742], [-1.743, 0.913, 2.003], [0.684, 0.839, 0.878], [-0.128, -0.567, -1.250], [-0.052, 2.664, 0.197], [-0.932, 0.980, 1.173], [0.847, -0.003, 0.733], [-0.528, -0.137, 0.105], [0.339, 0.017, -0.633], [2.359, 1.427, 1.128], [0.817, 0.067, 1.772], [0.270, -0.347, -0.306], [-0.159, 0.295, -0.386], [-0.166, -1.095, 2.865], [-1.201, -1.744, -1.013], [-0.186, 0.650, -0.189], [0.796, 0.185, -0.803], [0.086, 0.614, -0.435], [1.469, 0.059, 0.043]],
  "homo_ev": -9.29,
  "e_lumo_ev": 0.79,
  "smiles": "CCCCC/C=C/[Si@@](C)(O)CCC",
  "total_energy_ha": -798.23631
}

***

(5)
{
  "formula": "C5H10N2O",
  "method": "ωB97M-V/def2-TZVPD",
  "elements": ["C", "O", "C", "N", "H", "H", "C", "H", "H", "H", "C", "H", "H", "C", "H", "N", "H", "H"],
  "coordinates": [[1.3625, 0.4562, 0.2535], [4.4258, 1.1299, -1.2383], [-1.8516, -0.9389, 0.9441], [0.6416, 1.5509, -0.0464], [-1.4110, -1.7031, 1.5764], [2.4328, 0.5334, 0.3361], [-2.6254, -1.5911, -0.2037], [5.2660, 0.9703, -0.7705], [1.0297, 2.3570, -0.5139], [-2.5336, -0.2974, 1.4987], [-0.7007, -0.0885, 0.4587], [-1.9729, -2.2076, -0.8243], [-3.4157, -2.2174, 0.2151], [-0.6880, 1.2303, 0.0838], [-3.0843, -0.8396, -0.8431], [0.5858, -0.5416, 0.6030], [-1.4162, 1.9233, -0.3055], [3.9554, 0.2738, -1.2235]],
  "atomic_forces_ev_per_a": [[0.081, -0.058, 0.501], [-0.304, 0.230, -0.104], [0.384, 0.433, -1.111], [0.075, 0.093, -0.434], [-0.131, -0.029, 0.265], [0.068, -0.239, -0.213], [-0.018, -0.158, 0.264], [-0.047, -0.141, 0.071], [-0.011, 0.081, 0.216], [-0.043, -0.140, 0.309], [-0.301, 0.198, 0.941], [-0.004, 0.004, 0.054], [-0.086, -0.102, -0.170], [0.240, 0.019, -0.871], [-0.034, 0.073, -0.056], [0.114, -0.127, -0.027], [-0.290, -0.108, 0.376], [0.307, -0.029, -0.010]],
  "homo_ev": [1.04, -5.54],
  "e_lumo_ev": [3.39, 3.30],
  "total_energy_ha": -381.22927,
  "multiplicity": 2,
  "charge": -1
}

***

(6)
{
  "formula": "C6H13N",
  "method": "ωB97M-V/def2-TZVPD",
  "elements": ["H", "H", "C", "C", "H", "H", "H", "H", "C", "H", "C", "H", "C", "H", "N", "H", "H", "H", "C", "H"],
  "coordinates": [[-0.5515, -2.5357, -0.5966], [2.8852, 1.3853, 0.2039], [-1.4544, -2.0435, -0.2210], [2.1116, 0.7351, -0.1816], [0.7379, 0.4006, -1.7505], [-0.7717, 2.1782, 0.8732], [-2.5217, 1.9362, 0.8042], [-1.5732, 1.9382, -0.7093], [-1.5684, 1.6464, 0.3431], [-1.5602, -2.2660, 0.8533], [-1.4506, 0.1614, 0.4779], [2.9416, -1.1158, 0.5022], [1.4211, 1.0833, -1.2687], [1.5775, 2.0482, -1.7601], [-1.4128, -0.6231, -0.5085], [1.7990, -0.4265, 1.6368], [1.1954, -1.2349, 0.1683], [-2.3059, -2.4794, -0.7542], [1.9855, -0.5810, 0.5625], [-1.4504, -0.2210, 1.5129]],
  "atomic_forces_ev_per_a": [[-0.091, 0.070, -0.012], [-0.069, 0.308, 0.097], [-0.014, -0.142, 0.024], [-0.368, -0.528, -0.222], [-0.294, -0.019, 0.146], [-0.058, -0.148, -0.066], [0.141, 0.091, -0.086], [0.031, -0.033, 0.154], [-0.110, -0.016, -0.072], [0.049, 0.026, -0.145], [0.001, 0.125, 0.096], [-0.145, -0.008, 0.004], [0.648, 0.147, 0.161], [0.032, -0.325, 0.207], [-0.183, 0.002, 0.139], [-0.022, 0.072, -0.293], [0.260, 0.316, 0.020], [0.139, 0.023, 0.077], [0.088, 0.087, -0.124], [-0.036, -0.048, -0.105]],
  "homo_ev": -9.44,
  "e_lumo_ev": 1.17,
  "smiles": "C/C=N/C.C=CC",
  "total_energy_ha": -291.11270
}